1.
DFT (ωB97M-V/def2-TZVPD) results for a structure of composition C5H8O.

```
14
Properties=species:S:1:pos:R:3:forces:R:3
C -2.2093 1.0524 -0.8784 0.23 0.14 -0.12
O -1.4894 0.7507 0.3053 0.59 0.80 0.21
C -0.2419 0.2096 0.1294 0.37 -0.31 -0.35
C 1.8498 -1.7869 0.4478 0.27 0.43 -0.16
C 2.0135 -0.5184 0.1027 -0.28 0.05 0.05
C 1.6487 0.7054 -0.1521 -0.34 -0.85 0.36
H -1.6309 1.8023 -1.4170 -0.29 0.12 -0.33
H -2.3405 0.1573 -1.5069 0.08 0.17 0.18
H -3.1920 1.4474 -0.5952 0.36 -0.10 -0.01
H 0.0056 -0.2940 1.0606 -0.10 0.03 -0.43
H -0.2211 -0.3501 -0.8066 0.01 -0.36 0.40
H 1.8281 -2.0741 1.5028 0.24 -0.01 -0.35
H 1.7114 -2.5613 -0.3097 0.14 0.18 0.25
H 2.3776 1.4975 -0.4413 -1.27 -0.29 0.30
```
Positions in Å, forces in eV/Å.

Total charge   0
Frontier orbital gap   9.88 eV

How is the electron density shared among the atoms? According to Löwdin, the charges in e are:
1. C -0.091
2. O -0.169
3. C -0.111
4. C -0.028
5. C -0.261
6. C 0.014
7. H 0.090
8. H 0.092
9. H 0.093
10. H 0.086
11. H 0.089
12. H 0.065
13. H 0.061
14. H 0.067


2.
DFT (ωB97M-V/def2-TZVPD) results for the molecule C5H8O.

```
14
Properties=species:S:1:pos:R:3:forces:R:3
O -1.8283 -0.3223 -0.5293 -0.13 -0.08 0.18
C -0.6042 -0.8805 -0.9827 0.27 -0.15 -0.17
C 0.5348 0.1340 -1.0234 -0.05 0.02 0.00
C 0.8787 0.7352 0.3324 0.14 0.10 -0.21
C -0.1506 0.9534 1.3988 0.15 -0.10 0.17
C 0.6822 -0.0132 1.6224 -0.14 0.14 0.10
H -1.8596 -0.4227 0.4296 0.00 0.09 -0.18
H -0.8015 -1.2544 -1.9921 0.10 0.01 0.11
H -0.3087 -1.7469 -0.3701 -0.12 0.16 -0.05
H 1.4268 -0.3590 -1.4400 -0.17 0.06 0.06
H 0.2670 0.9394 -1.7199 0.01 -0.08 0.11
H 1.6997 1.4590 0.2815 -0.10 -0.13 0.00
H -0.9805 1.5681 1.7137 0.11 -0.12 -0.02
H 1.0442 -0.7899 2.2790 -0.08 0.09 -0.10
```
Positions in Å, forces in eV/Å.

Total charge   0
Frontier orbital gap   10.46 eV
SMILES   OCCC1C=C1

How is the electron density shared among the atoms? According to Löwdin, the charges in e are:
1. O -0.076
2. C -0.274
3. C -0.173
4. C -0.272
5. C -0.030
6. C -0.015
7. H 0.067
8. H 0.113
9. H 0.117
10. H 0.112
11. H 0.113
12. H 0.113
13. H 0.106
14. H 0.097


3.
DFT (ωB97M-V/def2-TZVPD) results for a structure of composition C5H8O.

```
14
Properties=species:S:1:pos:R:3:forces:R:3
C -1.1138 -1.0246 -0.6593 0.10 0.00 -0.30
C -1.6029 0.4211 -0.5915 -0.36 0.11 -0.05
C -0.2881 0.0551 -0.0928 0.91 1.09 -2.76
C 0.6603 0.2453 1.0116 1.82 0.37 -1.08
C 1.7232 0.3102 -0.2730 0.36 -0.49 2.96
O 0.8750 0.7051 -1.2868 -2.83 -1.25 2.17
H -0.7468 -1.3752 -1.6147 -0.27 -0.10 -0.05
H -1.5785 -1.7813 -0.0233 0.29 0.35 -0.01
H -2.3922 0.7008 0.0959 0.01 -0.12 -0.02
H -1.5156 1.0010 -1.5037 -0.35 -0.05 0.11
H 0.8712 -0.6150 1.6605 -0.35 0.26 -0.20
H 0.4965 1.1702 1.5839 0.24 -0.27 -0.32
H 2.6083 0.9298 -0.0958 -0.03 0.01 -0.26
H 1.9937 -0.7499 -0.3593 0.44 0.09 -0.18
```
Positions in Å, forces in eV/Å.

Total charge   0
Frontier orbital gap   10.20 eV

How is the electron density shared among the atoms? According to Löwdin, the charges in e are:
1. C -0.051
2. C -0.063
3. C -0.324
4. C -0.046
5. C -0.267
6. O -0.117
7. H 0.111
8. H 0.113
9. H 0.110
10. H 0.114
11. H 0.106
12. H 0.107
13. H 0.105
14. H 0.104


4.
DFT (ωB97M-V/def2-TZVPD) results for the molecule C5H8O.

```
14
Properties=species:S:1:pos:R:3:forces:R:3
C -1.1250 0.8430 -0.5447 0.02 0.16 -0.14
C -1.4127 -0.2519 0.4520 -0.06 -0.15 0.13
C -0.0164 0.0023 -0.0134 -0.03 0.02 0.00
C 0.9500 -0.8979 -0.7659 -0.17 -0.16 -0.30
O 1.9608 -0.6763 0.2302 0.18 -0.04 0.02
C 1.1852 0.3658 0.8445 -0.09 0.29 0.24
H -1.4218 0.6694 -1.5768 0.05 0.05 0.17
H -1.2002 1.8785 -0.2232 0.01 -0.17 -0.01
H -1.6556 0.0484 1.4694 0.06 -0.06 -0.17
H -1.9375 -1.1412 0.1118 0.13 0.14 0.00
H 0.7028 -1.9591 -0.8847 -0.02 0.13 0.09
H 1.2560 -0.4828 -1.7370 -0.04 -0.09 0.10
H 1.0877 0.2258 1.9280 0.00 0.00 -0.16
H 1.6093 1.3582 0.6372 -0.04 -0.11 0.03
```
Positions in Å, forces in eV/Å.

Total charge   0
Frontier orbital gap   10.57 eV
SMILES   C1CC12COC2

How is the electron density shared among the atoms? According to Löwdin, the charges in e are:
1. C -0.083
2. C -0.080
3. C -0.392
4. C -0.120
5. O -0.107
6. C -0.120
7. H 0.104
8. H 0.103
9. H 0.104
10. H 0.103
11. H 0.122
12. H 0.122
13. H 0.122
14. H 0.122


5.
DFT (ωB97M-V/def2-TZVPD) results for a cluster of 2 separate species, C5H8O in total.

```
14
Properties=species:S:1:pos:R:3:forces:R:3
C 1.7993 -0.4902 0.0914 -0.17 -0.12 -0.21
C 0.6972 0.2356 -0.7510 -0.06 -0.12 0.36
C -0.7272 -0.2004 -0.4964 0.16 0.08 0.08
C -1.7769 0.6031 -0.5583 -0.02 -0.01 0.02
C -0.8800 0.5558 2.1985 -0.73 -0.87 1.32
O -1.5228 -0.1910 2.7726 0.84 0.98 -0.85
H 2.6917 -0.0229 0.5597 -0.90 0.73 -0.66
H 1.3209 -0.9941 0.9132 -0.22 -0.41 0.37
H 2.2233 -1.2356 -0.5562 0.23 -0.64 -0.12
H 0.8180 1.3275 -0.7778 -0.22 -0.37 -0.10
H 0.6346 -0.1855 -1.7568 1.39 0.50 -0.51
H -0.8548 -1.2908 -0.4887 -0.08 0.34 0.29
H -1.6424 1.6805 -0.6413 -0.11 -0.17 0.06
H -2.7810 0.2080 -0.5088 -0.11 0.07 -0.05
```
Positions in Å, forces in eV/Å.

Total charge   0
Frontier orbital gap   10.62 eV

How is the electron density shared among the atoms? According to Löwdin, the charges in e are:
1. C -0.101
2. C -0.244
3. C -0.281
4. C -0.054
5. C 0.017
6. O 0.035
7. H 0.078
8. H 0.042
9. H 0.052
10. H 0.110
11. H 0.103
12. H 0.117
13. H 0.068
14. H 0.057


6.
DFT (ωB97M-V/def2-TZVPD) results for the molecule C5H8O.

```
14
Properties=species:S:1:pos:R:3:forces:R:3
C -1.7236 -0.2764 -0.3207 -0.12 -0.18 -0.05
C -1.1953 1.1268 -0.3529 0.00 0.21 -0.07
C -0.4262 0.0512 0.3650 0.12 -0.02 0.14
C 0.8592 -0.4358 -0.2149 -0.17 0.20 -0.17
C 2.1281 -0.3505 0.5095 0.19 0.24 0.07
O 1.4434 -1.5882 0.3768 -0.05 -0.25 0.04
H -1.6777 -0.8599 -1.2364 0.04 0.10 0.13
H -2.5885 -0.4925 0.2989 0.15 0.06 -0.07
H -1.6939 1.8853 0.2428 0.08 -0.15 -0.06
H -0.7956 1.4995 -1.2929 -0.03 -0.11 0.14
H -0.4403 0.0767 1.4523 0.00 -0.01 -0.15
H 0.8994 -0.4317 -1.3076 -0.01 0.00 0.14
H 3.0686 -0.2723 -0.0359 -0.16 -0.03 0.05
H 2.1423 0.0679 1.5161 -0.05 -0.06 -0.14
```
Positions in Å, forces in eV/Å.

Total charge   0
Frontier orbital gap   11.23 eV
SMILES   C1CC1[C@H]1CO1

How is the electron density shared among the atoms? According to Löwdin, the charges in e are:
1. C -0.115
2. C -0.117
3. C -0.252
4. C -0.288
5. C -0.117
6. O -0.034
7. H 0.104
8. H 0.099
9. H 0.098
10. H 0.102
11. H 0.145
12. H 0.151
13. H 0.109
14. H 0.114


The calculation returns the following E_LUMO values, one per record and in order: 0.90; 1.09; 1.10; 1.07; 1.19; 1.20 eV.
The calculation returns the following strongest force on any atom values, one per record and in order: 0.0261; 0.0069; 0.0735; 0.0076; 0.0338; 0.0060 Eh/bohr.
The calculation returns the following E_HOMO values, one per record and in order: -0.3300; -0.3444; -0.3341; -0.3489; -0.3468; -0.3685 hartree.